No. 1
{"formula": "C43H55InNO5PS6Si", "method": "ωB97M-V/def2-TZVPD", "symbols": ["In", "O", "C", "C", "C", "C", "C", "C", "C", "P", "C", "C", "C", "C", "C", "C", "C", "C", "C", "C", "C", "C", "H", "H", "H", "H", "H", "H", "H", "H", "H", "H", "H", "H", "H", "H", "O", "C", "C", "C", "C", "C", "C", "C", "C", "N", "H", "H", "H", "H", "H", "H", "H", "H", "H", "H", "H", "C", "C", "C", "C", "O", "Si", "S", "O", "C", "C", "C", "C", "O", "C", "C", "C", "C", "H", "H", "H", "H", "H", "H", "H", "H", "H", "H", "H", "H", "H", "H", "H", "H", "H", "H", "H", "H", "H", "H", "H", "H", "H", "H", "H", "C", "S", "C", "C", "S", "S", "C", "S", "S", "H", "H", "H"], "positions_angstrom": [[0.537, -0.120, 0.027], [-0.111, -1.804, 2.285], [-0.175, -0.612, 2.116], [-0.655, 0.233, 3.284], [-1.427, -0.454, 4.231], [-1.892, 0.176, 5.366], [-1.562, 1.510, 5.593], [-0.796, 2.191, 4.669], [-0.353, 1.577, 3.489], [0.688, 2.549, 2.321], [-0.331, 4.033, 1.966], [-1.692, 4.120, 2.245], [-2.426, 5.234, 1.855], [-1.816, 6.274, 1.174], [-0.467, 6.183, 0.853], [0.259, 5.065, 1.227], [1.957, 3.120, 3.542], [2.492, 4.405, 3.584], [3.541, 4.711, 4.445], [4.086, 3.737, 5.267], [3.562, 2.451, 5.238], [2.509, 2.150, 4.387], [-1.643, -1.498, 4.045], [-2.495, -0.369, 6.082], [-1.901, 2.013, 6.491], [-0.528, 3.225, 4.854], [-2.197, 3.318, 2.766], [-3.485, 5.280, 2.079], [-2.391, 7.138, 0.869], [0.013, 6.974, 0.291], [1.291, 4.975, 0.907], [2.083, 5.187, 2.961], [3.931, 5.721, 4.470], [4.902, 3.979, 5.935], [3.965, 1.683, 5.886], [2.084, 1.150, 4.416], [2.646, -0.148, 1.699], [3.985, -0.383, 1.247], [4.702, 0.927, 0.980], [3.928, 1.848, 0.024], [3.767, 1.225, -1.329], [4.629, 1.546, -2.369], [4.471, 0.931, -3.600], [3.456, 0.006, -3.753], [2.632, -0.255, -2.672], [2.776, 0.332, -1.481], [2.679, 0.518, 2.396], [3.887, -0.979, 0.342], [4.533, -0.975, 1.984], [5.688, 0.695, 0.567], [4.860, 1.459, 1.924], [4.450, 2.802, -0.059], [2.934, 2.050, 0.430], [5.414, 2.273, -2.206], [5.127, 1.178, -4.425], [3.286, -0.500, -4.694], [1.823, -0.967, -2.755], [-3.454, -1.558, 1.035], [-3.184, -1.368, -0.452], [-3.512, 0.044, -0.867], [-3.977, -2.374, -1.278], [-1.756, -1.512, -0.706], [-0.941, -2.934, -0.957], [1.077, -2.403, -0.734], [-1.524, -3.964, 0.160], [-1.376, -5.380, 0.342], [-2.570, -6.059, -0.315], [-0.070, -5.884, -0.264], [-1.376, -5.598, 1.847], [-1.307, -3.597, -2.404], [-0.934, -3.360, -3.765], [-1.875, -4.224, -4.591], [-1.130, -1.885, -4.093], [0.507, -3.784, -4.020], [-4.528, -1.511, 1.228], [-2.969, -0.768, 1.610], [-3.068, -2.520, 1.373], [-4.567, 0.268, -0.696], [-3.285, 0.197, -1.924], [-2.912, 0.741, -0.279], [-5.042, -2.152, -1.194], [-3.803, -3.394, -0.933], [-3.691, -2.314, -2.330], [-2.605, -5.801, -1.376], [-3.498, -5.731, 0.157], [-2.496, -7.145, -0.218], [-0.091, -5.801, -1.354], [0.085, -6.930, 0.001], [0.772, -5.298, 0.111], [-2.328, -5.275, 2.274], [-0.577, -5.012, 2.304], [-1.227, -6.653, 2.081], [-2.912, -3.933, -4.412], [-1.757, -5.273, -4.315], [-1.659, -4.115, -5.656], [-2.190, -1.618, -4.059], [-0.748, -1.660, -5.090], [-0.600, -1.257, -3.372], [0.651, -4.825, -3.721], [1.208, -3.171, -3.454], [0.730, -3.694, -5.085], [1.140, 2.560, -4.828], [-0.039, 1.195, -4.657], [-1.263, 1.988, -3.680], [-1.177, 2.274, -2.365], [0.197, 2.039, -1.309], [-2.544, 3.164, -1.729], [-3.499, 3.257, -3.161], [-4.971, 3.976, -3.236], [-2.711, 2.506, -4.502], [1.976, 2.181, -5.415], [1.493, 2.861, -3.842], [0.677, 3.395, -5.349]], "atomic_forces_ev_per_a": [[-0.2, 0.0, 0.1], [-0.1, -0.1, 0.0], [0.0, 0.2, -0.1], [0.0, -0.1, -0.1], [0.0, 0.0, 0.0], [0.0, 0.0, 0.0], [0.0, 0.0, 0.0], [0.0, 0.1, -0.1], [-0.1, 0.2, 0.0], [0.0, 0.0, 0.1], [0.0, -0.1, -0.1], [0.0, 0.0, 0.1], [0.0, 0.0, 0.0], [0.0, 0.0, 0.0], [0.0, 0.0, 0.0], [0.0, -0.1, 0.0], [0.0, 0.0, -0.1], [0.0, 0.0, 0.0], [0.0, 0.0, 0.0], [0.0, 0.0, 0.0], [0.0, 0.0, 0.0], [0.0, -0.1, 0.0], [0.0, 0.0, 0.0], [0.0, 0.0, 0.0], [0.0, 0.0, 0.0], [0.0, 0.0, 0.0], [0.0, 0.0, 0.0], [0.0, 0.0, 0.0], [0.0, 0.0, 0.0], [0.0, 0.0, 0.0], [0.0, 0.0, 0.0], [0.0, 0.0, 0.0], [0.0, 0.0, 0.0], [0.0, 0.0, 0.0], [0.0, 0.0, 0.0], [0.0, 0.0, 0.0], [0.1, -0.2, -0.2], [-0.1, 0.1, 0.1], [0.0, 0.0, -0.1], [0.0, -0.1, 0.0], [-0.2, 0.0, 0.0], [0.1, 0.0, 0.0], [0.1, 0.0, 0.0], [-0.1, 0.0, 0.0], [0.1, 0.1, 0.0], [0.1, 0.1, -0.1], [-0.1, 0.0, 0.0], [0.0, 0.0, 0.0], [0.0, 0.0, 0.1], [0.0, 0.1, 0.0], [0.0, 0.0, 0.0], [0.0, 0.0, 0.0], [0.0, 0.1, 0.1], [0.0, 0.0, 0.0], [0.0, 0.0, 0.0], [0.0, 0.0, 0.0], [0.0, 0.0, 0.0], [0.1, -0.1, 0.0], [0.0, -0.2, 0.0], [0.0, 0.2, -0.1], [0.0, 0.0, -0.1], [0.0, 0.0, 0.1], [-0.1, 0.1, 0.1], [0.0, 0.1, -0.1], [0.0, -0.1, -0.1], [0.0, 0.0, 0.0], [0.0, 0.0, 0.0], [0.0, 0.1, 0.0], [0.0, 0.0, 0.1], [0.2, -0.3, 0.1], [-0.1, 0.1, -0.1], [0.0, 0.0, -0.1], [0.0, 0.0, 0.0], [0.0, 0.0, 0.1], [0.0, 0.0, 0.0], [0.0, 0.0, 0.0], [0.0, 0.0, 0.0], [0.0, 0.0, 0.0], [0.0, 0.0, 0.0], [0.0, 0.0, 0.0], [0.0, 0.0, 0.0], [0.0, 0.0, 0.0], [-0.1, 0.0, 0.0], [0.0, 0.0, 0.0], [0.0, 0.0, 0.0], [0.0, 0.0, 0.0], [0.0, 0.0, 0.0], [0.0, 0.0, 0.0], [0.0, -0.1, 0.0], [0.0, 0.0, 0.0], [0.0, 0.0, 0.0], [0.0, 0.0, 0.0], [0.0, 0.0, 0.0], [0.0, 0.0, 0.0], [0.0, 0.0, 0.0], [0.0, 0.0, 0.0], [0.0, 0.0, 0.0], [0.0, -0.1, -0.1], [0.0, 0.0, 0.0], [0.0, 0.0, 0.0], [0.0, 0.0, 0.0], [-0.1, 0.0, 0.0], [0.2, 0.1, 0.0], [0.1, -0.1, 0.1], [-0.2, -0.1, 0.1], [0.1, 0.0, 0.1], [0.2, 0.1, 0.3], [-0.1, 0.0, 0.0], [0.0, 0.0, 0.0], [0.0, 0.0, -0.1], [0.0, 0.0, 0.0], [0.0, 0.0, 0.0], [0.0, 0.0, 0.0]], "lowdin_charge": [0.51, -0.01, -0.38, -0.20, -0.03, -0.06, -0.06, -0.10, -0.34, 1.09, -0.37, -0.09, -0.08, -0.08, -0.08, -0.13, -0.35, -0.08, -0.08, -0.09, -0.08, -0.12, 0.12, 0.11, 0.11, 0.12, 0.10, 0.11, 0.10, 0.11, 0.10, 0.08, 0.10, 0.10, 0.11, 0.11, -0.15, -0.22, -0.15, -0.13, -0.28, -0.01, -0.06, -0.06, -0.18, 0.04, 0.05, 0.11, 0.13, 0.12, 0.11, 0.12, 0.07, 0.12, 0.11, 0.11, 0.03, -0.01, -0.61, -0.04, -0.01, -0.22, -0.11, 0.50, -0.14, -0.64, -0.02, -0.04, -0.02, -0.14, -0.64, -0.03, -0.05, -0.03, 0.10, 0.08, 0.08, 0.10, 0.09, 0.06, 0.10, 0.08, 0.08, 0.08, 0.09, 0.09, 0.08, 0.09, 0.07, 0.09, 0.09, 0.09, 0.09, 0.09, 0.09, 0.09, 0.08, 0.05, 0.09, 0.04, 0.09, -0.37, 0.82, -0.99, -1.07, 0.57, 0.90, -1.51, 0.53, 0.92, 0.03, 0.02, 0.04], "largest_force_ev_per_a": 0.338, "multiplicity": 1, "total_charge": 0, "total_energy_ev": -144569.8781, "relative_energy_ev": 0.480}


No. 2
{"formula": "C43H55N3O2", "method": "ωB97M-V/def2-TZVPD", "symbols": ["C", "C", "N", "N", "C", "C", "O", "C", "O", "C", "C", "N", "H", "H", "H", "H", "H", "H", "H", "H", "H", "H", "H", "H", "H", "H", "H", "H", "H", "H", "H", "C", "C", "C", "C", "C", "C", "H", "H", "H", "H", "H", "H", "C", "C", "C", "C", "C", "C", "H", "H", "H", "H", "H", "H", "C", "C", "C", "C", "C", "C", "H", "H", "H", "H", "H", "H", "C", "C", "C", "C", "C", "C", "H", "H", "H", "H", "H", "H", "C", "C", "C", "C", "C", "C", "H", "H", "H", "H", "H", "H", "C", "C", "C", "C", "C", "C", "H", "H", "H", "H", "H", "H"], "positions_angstrom": [[-1.330, 2.013, 0.900], [-1.244, 1.134, 2.136], [-1.364, -0.281, 1.807], [-0.238, -0.706, 1.052], [-0.485, -1.978, 0.377], [-1.503, -1.797, -0.746], [0.743, -2.374, -0.217], [-0.946, -3.079, 1.341], [-0.028, -3.269, 2.401], [0.917, -4.326, 2.259], [2.361, -3.846, 2.451], [3.198, -3.979, 1.245], [-2.280, 1.861, 0.383], [-1.281, 3.066, 1.194], [-0.511, 1.809, 0.211], [-0.309, 1.342, 2.682], [-2.072, 1.363, 2.814], [-1.405, -0.822, 2.668], [0.578, -0.797, 1.660], [-2.462, -2.263, -0.508], [-1.109, -2.271, -1.648], [-1.665, -0.739, -0.941], [1.462, -2.194, 0.400], [-1.104, -4.006, 0.776], [-1.905, -2.792, 1.781], [0.676, -5.088, 3.008], [0.801, -4.788, 1.273], [2.821, -4.427, 3.255], [2.320, -2.806, 2.795], [2.625, -4.183, 0.436], [3.711, -3.135, 1.031], [1.421, -6.307, -1.608], [0.269, -5.532, -1.603], [-0.928, -6.067, -2.059], [-0.973, -7.376, -2.520], [0.181, -8.148, -2.531], [1.379, -7.613, -2.077], [2.359, -5.892, -1.258], [0.308, -4.508, -1.250], [-1.827, -5.462, -2.058], [-1.906, -7.794, -2.876], [0.147, -9.166, -2.896], [2.281, -8.213, -2.089], [-4.687, 1.076, -4.863], [-3.438, 1.020, -4.259], [-2.919, -0.202, -3.855], [-3.646, -1.367, -4.055], [-4.895, -1.310, -4.658], [-5.415, -0.088, -5.062], [-5.092, 2.029, -5.179], [-2.871, 1.928, -4.101], [-1.945, -0.248, -3.385], [-3.238, -2.320, -3.741], [-5.463, -2.218, -4.815], [-6.389, -0.044, -5.533], [3.248, -2.400, -4.182], [4.191, -2.348, -5.200], [4.602, -3.517, -5.825], [4.070, -4.738, -5.433], [3.128, -4.790, -4.414], [2.717, -3.621, -3.790], [2.923, -1.488, -3.696], [4.605, -1.396, -5.506], [5.336, -3.477, -6.619], [4.389, -5.650, -5.922], [2.710, -5.741, -4.106], [1.978, -3.660, -2.998], [4.214, -6.952, 6.206], [4.383, -6.271, 7.403], [4.906, -4.984, 7.402], [5.258, -4.380, 6.203], [5.091, -5.062, 5.007], [4.568, -6.348, 5.007], [3.806, -7.955, 6.207], [4.109, -6.742, 8.338], [5.037, -4.453, 8.336], [5.663, -3.376, 6.202], [5.364, -4.593, 4.069], [4.436, -6.878, 4.072], [-1.870, 8.579, 1.487], [-1.024, 8.653, 0.389], [-0.308, 7.535, -0.014], [-0.438, 6.341, 0.682], [-1.281, 6.268, 1.782], [-1.998, 7.386, 2.184], [-2.430, 9.452, 1.797], [-0.924, 9.585, -0.154], [0.351, 7.593, -0.871], [0.119, 5.467, 0.367], [-1.380, 5.337, 2.326], [-2.656, 7.328, 3.041], [-2.850, 13.198, 2.196], [-2.171, 12.400, 1.286], [-2.535, 12.408, -0.053], [-3.580, 13.215, -0.483], [-4.259, 14.013, 0.427], [-3.895, 14.005, 1.766], [-2.565, 13.191, 3.240], [-1.356, 11.770, 1.623], [-2.007, 11.786, -0.764], [-3.864, 13.222, -1.527], [-5.074, 14.642, 0.092], [-4.425, 14.627, 2.475]], "atomic_forces_ev_per_a": [[-0.1, 0.2, 0.1], [-0.1, 0.1, -0.1], [0.1, -0.2, 0.0], [0.1, 0.1, -0.1], [-0.1, 0.0, 0.0], [0.0, -0.2, 0.0], [0.1, 0.1, -0.2], [0.0, -0.1, 0.0], [0.1, 0.2, -0.1], [0.0, -0.2, 0.0], [0.1, 0.0, 0.1], [-0.2, 0.1, -0.1], [0.1, -0.1, 0.0], [0.0, -0.1, -0.1], [-0.1, 0.0, 0.0], [0.0, 0.0, -0.1], [0.1, 0.0, 0.0], [-0.1, 0.1, 0.0], [-0.1, -0.2, 0.1], [0.0, 0.1, 0.0], [0.0, 0.0, 0.0], [0.0, 0.0, 0.0], [0.0, -0.1, 0.1], [0.0, 0.1, 0.0], [0.0, 0.0, 0.0], [0.0, 0.1, 0.0], [0.1, 0.0, 0.0], [0.0, 0.1, 0.0], [0.0, -0.1, 0.0], [0.0, 0.0, 0.0], [0.1, 0.0, 0.1], [0.0, 0.0, 0.0], [0.0, 0.1, 0.0], [0.0, 0.0, 0.0], [0.0, 0.0, 0.0], [0.0, 0.0, 0.0], [0.0, 0.0, 0.0], [0.0, 0.0, 0.0], [0.0, 0.0, 0.0], [0.0, 0.0, 0.0], [0.0, 0.0, 0.0], [0.0, 0.0, 0.0], [0.0, 0.0, 0.0], [0.0, 0.0, 0.0], [0.0, 0.0, 0.0], [0.0, 0.0, 0.0], [0.0, 0.0, 0.0], [0.0, 0.0, 0.0], [0.0, 0.0, 0.0], [0.0, 0.0, 0.0], [0.0, 0.0, 0.0], [0.0, 0.0, 0.0], [0.0, 0.0, 0.0], [0.0, 0.0, 0.0], [0.0, 0.0, 0.0], [0.0, 0.0, 0.0], [0.0, 0.0, 0.0], [0.0, 0.0, 0.0], [0.0, 0.0, 0.0], [0.0, 0.0, 0.0], [0.0, 0.0, 0.0], [0.0, 0.0, 0.0], [0.0, 0.0, 0.0], [0.0, 0.0, 0.0], [0.0, 0.0, 0.0], [0.0, 0.0, 0.0], [0.0, 0.0, 0.0], [0.0, 0.0, 0.0], [0.0, 0.0, 0.0], [0.0, 0.0, 0.0], [0.0, 0.0, 0.0], [0.0, 0.0, 0.0], [0.0, 0.0, 0.0], [0.0, 0.0, 0.0], [0.0, 0.0, 0.0], [0.0, 0.0, 0.0], [0.0, 0.0, 0.0], [0.0, 0.0, 0.0], [0.0, 0.0, 0.0], [0.0, 0.0, 0.0], [0.0, 0.0, 0.0], [0.0, 0.0, 0.0], [0.0, 0.0, 0.0], [0.0, 0.0, 0.0], [0.0, 0.0, 0.0], [0.0, 0.0, 0.0], [0.0, 0.0, 0.0], [0.0, 0.0, 0.0], [0.0, 0.0, 0.0], [0.0, 0.0, 0.0], [0.0, 0.0, 0.0], [0.0, 0.0, 0.0], [0.0, 0.0, 0.0], [0.0, 0.0, 0.0], [0.0, 0.0, 0.0], [0.0, 0.0, 0.0], [0.0, 0.0, 0.0], [0.0, 0.0, 0.0], [0.0, 0.0, 0.0], [0.0, 0.0, 0.0], [0.0, 0.0, 0.0], [0.0, 0.0, 0.0], [0.0, 0.0, 0.0]], "lowdin_charge": [-0.10, -0.28, -0.07, -0.01, -0.56, 0.00, -0.01, -0.15, -0.13, -0.18, -0.23, 0.01, 0.07, 0.05, 0.06, 0.11, 0.11, 0.11, 0.12, 0.09, 0.08, 0.07, 0.07, 0.13, 0.12, 0.12, 0.10, 0.08, 0.11, 0.03, 0.06, -0.11, -0.10, -0.09, -0.09, -0.09, -0.10, 0.10, 0.07, 0.10, 0.10, 0.10, 0.10, -0.10, -0.09, -0.10, -0.10, -0.10, -0.10, 0.10, 0.10, 0.09, 0.10, 0.10, 0.10, -0.09, -0.10, -0.10, -0.10, -0.09, -0.09, 0.10, 0.10, 0.10, 0.10, 0.09, 0.08, -0.10, -0.10, -0.10, -0.10, -0.11, -0.10, 0.10, 0.10, 0.10, 0.10, 0.10, 0.10, -0.09, -0.09, -0.09, -0.10, -0.10, -0.09, 0.09, 0.09, 0.10, 0.10, 0.09, 0.10, -0.09, -0.11, -0.10, -0.09, -0.10, -0.10, 0.10, 0.10, 0.09, 0.10, 0.10, 0.10], "largest_force_ev_per_a": 0.280, "multiplicity": 1, "total_charge": 0, "total_energy_ev": -54046.6917, "smiles": "CCNN[C@@](C)(O)COCCN.c1ccccc1.c1ccccc1.c1ccccc1.c1ccccc1.c1ccccc1.c1ccccc1", "relative_energy_ev": 0.063}